Entry P
The following is a DFT calculation (the ωB97M-V functional and the def2-TZVPD basis) of a 2-piece molecular cluster, C8H13NO overall.

LUMO energy: -1.0 eV
Kohn-Sham gap: 8.412 eV

Geometry (Å):
O: 1.97 -0.15 1.52
N: 4.15 -0.02 0.59
C: 2.86 -0.01 0.75
C: -1.08 -1.06 -0.08
C: -1.07 1.43 0.53
C: -2.15 0.62 -1.56
C: 1.60 0.56 -1.81
C: 2.49 0.36 -1.00
C: -1.48 0.35 -0.44
C: -1.72 -1.57 1.23
H: 3.70 0.28 -0.84
H: 0.74 0.74 -2.42
H: -2.46 -0.17 -2.24
H: 0.01 1.40 0.70
H: -1.54 1.29 1.50
H: -1.44 -2.61 1.41
H: -1.37 -0.99 2.08
H: -1.34 -1.74 -0.89
H: -2.81 -1.51 1.18
H: 0.01 -1.10 0.04
H: -2.43 1.63 -1.82
H: 4.72 -0.17 1.42
H: -1.33 2.42 0.16

These are the natural (NBO) partial charges, in e, on atoms 1 to 2: atom 1 (O): -0.51, atom 2 (N): -0.88

Entry Q
The following is a DFT calculation (the ωB97M-V functional and the def2-TZVPD basis) of a 2-piece molecular cluster, C8H13NO overall.

LUMO energy: 0.6 eV
Kohn-Sham gap: 10.510 eV

Geometry (Å):
O: 0.27 0.02 -2.64
N: -0.10 2.19 -1.43
C: 2.13 -1.70 2.91
C: 0.78 -1.42 4.54
C: 1.01 0.62 1.57
C: 1.83 -0.50 3.86
C: 0.08 1.29 -0.66
C: 0.58 -1.63 3.01
C: -0.20 0.63 0.62
C: 0.69 -0.08 2.88
H: 1.86 0.15 1.05
H: -0.53 -0.40 0.41
H: -0.15 -2.29 2.52
H: 2.55 0.16 4.35
H: 1.17 -2.28 5.10
H: 2.60 -1.49 1.94
H: 2.60 -2.58 3.38
H: -1.05 1.15 1.09
H: -0.04 -0.92 5.08
H: -0.44 -0.55 -2.34
H: -0.13 0.46 3.38
H: 1.30 1.66 1.79
H: -0.03 1.14 -2.80

These are the natural (NBO) partial charges, in e, on atoms 1 to 2: atom 1 (O): -1.00, atom 2 (N): -0.42

Verdict on stability: entry P comes out at the bottom.